Formula: C36H96BF4N6O12
Source: OMol25
Level of theory: ωB97M-V/def2-TZVPD

Structure (XYZ):
```
155
Properties=species:S:1:pos:R:3
F 0.796 0.861 1.207
F 0.435 1.280 -0.936
F 0.389 -0.876 -0.305
F -1.206 0.605 0.444
O 3.332 2.563 -3.536
O -2.321 -0.296 -5.536
O 2.371 -4.035 8.012
O -4.898 1.566 2.859
O -7.600 -0.504 5.352
O 0.032 -2.989 3.129
O -2.059 3.251 3.985
O 3.654 -1.617 -1.464
O -3.082 -2.315 -0.336
O -2.201 4.894 -0.298
O 5.396 -6.175 -4.582
O 6.020 6.910 -5.554
N 0.920 -3.194 6.005
N -0.691 3.570 1.592
N -5.901 -1.293 3.465
N 4.388 -4.147 -2.916
N 5.021 4.852 -4.074
N -2.221 -0.194 -2.617
C -0.456 -2.555 5.545
C 5.820 -4.834 -4.802
C 4.610 -3.981 -4.431
C 6.980 7.518 -6.499
C 4.103 5.341 -5.276
C -4.599 -0.863 2.608
C -2.920 2.927 5.045
C 6.315 -7.119 -5.169
C 2.172 1.844 -3.915
C 0.450 -1.684 2.833
C 5.169 5.984 -6.244
C -2.611 -1.739 -2.701
C -1.013 -0.516 -4.914
C -0.704 2.894 4.060
C 4.315 4.653 -2.797
C -7.235 -0.677 3.047
C -0.969 0.259 -3.574
C -0.922 -3.182 4.176
C -3.446 -3.545 0.135
C -2.519 -1.330 -6.653
C 3.013 -3.627 -2.512
C 3.389 -0.241 -1.021
C -4.017 0.448 2.997
C -8.237 -0.985 6.582
C -8.175 -0.983 4.132
C 2.248 -4.984 6.961
C -0.035 4.095 0.319
C 1.066 -4.759 6.148
C -2.998 5.504 -1.267
C 2.822 -2.131 -2.486
C 3.023 3.768 -2.878
C 0.090 3.641 2.948
C -4.698 2.403 1.675
C 3.564 -4.098 8.758
C -3.667 -2.043 -1.688
C -1.047 4.162 -0.778
B 0.106 0.478 0.054
H 2.938 -4.068 -1.518
H -0.057 0.012 -3.032
H -2.973 3.679 5.832
H 6.157 -4.596 -5.811
H 0.329 5.081 0.607
H -0.613 1.811 3.976
H 1.147 -5.358 5.241
H 3.628 -3.247 9.436
H 4.330 0.189 -0.678
H -1.018 -4.264 4.272
H -3.007 -3.705 1.120
H 0.896 -1.069 3.614
H -3.293 -4.362 -0.569
H -4.522 -3.379 0.194
H 4.444 -3.855 8.161
H -0.470 -1.254 2.435
H -1.757 -2.398 -2.542
H -4.814 1.791 0.780
H -4.195 -2.912 -2.081
H 3.673 4.457 -5.747
H 4.488 -2.965 -4.805
H -3.029 4.780 -2.082
H -0.241 -1.487 5.593
H -1.942 0.079 -1.685
H -3.103 -1.866 -3.666
H 0.140 4.684 3.262
H -1.192 3.146 -1.147
H 2.662 -0.186 -0.211
H -8.266 -2.066 4.218
H 2.281 4.290 -3.483
H -3.759 2.927 1.497
H 0.961 -2.923 6.977
H -5.474 3.158 1.804
H 3.441 6.089 -4.840
H 1.070 3.230 2.707
H 7.151 8.554 -6.206
H -0.433 4.620 -1.554
H -0.212 -0.255 -5.605
H -5.872 -2.284 3.656
H 6.323 -8.113 -4.720
H -7.150 0.409 3.003
H -3.963 5.836 -0.886
H -1.021 1.348 -3.545
H -4.281 -1.144 -1.734
H -9.323 -0.973 6.494
H 1.126 -1.720 1.979
H 3.094 -4.906 6.277
H 3.125 0.481 -1.794
H 2.949 -1.641 -3.451
H 5.766 5.184 -6.680
H -0.405 3.159 5.074
H -0.826 2.587 1.401
H -5.776 -0.986 4.419
H -7.823 -1.985 6.711
H 2.656 3.593 -1.867
H -2.624 6.444 -1.672
H -3.875 0.522 4.075
H 1.596 1.690 -3.002
H 8.001 7.134 -6.500
H 2.236 -5.996 7.363
H -3.842 -1.629 2.778
H -1.850 -2.778 3.772
H 4.763 6.422 -7.156
H -3.555 -1.357 -6.990
H -3.056 0.604 2.507
H 3.960 5.602 -2.396
H -1.602 3.982 1.736
H 4.507 -5.146 -2.828
H -2.303 -2.316 -6.241
H 2.332 -4.152 -3.182
H 2.610 0.895 -4.223
H 0.156 -5.011 6.693
H 5.656 4.078 -4.203
H 5.720 5.553 -3.871
H -1.795 -1.270 -7.464
H 7.391 -6.945 -5.176
H -1.178 -2.822 6.317
H -2.659 1.914 5.351
H -3.973 2.964 4.766
H -7.371 -1.004 2.016
H 0.833 3.515 0.003
H -4.865 -0.932 1.554
H 4.972 4.132 -2.100
H -7.868 -0.485 7.478
H 6.670 -4.679 -4.137
H 6.746 7.530 -7.563
H 3.738 -4.487 -4.844
H 5.151 -3.723 -2.408
H 6.072 -7.148 -6.231
H 1.694 -2.715 5.566
H 1.748 2.400 -4.751
H -0.975 -1.564 -4.618
H 3.730 -5.090 9.179
H 1.812 -1.913 -2.141
H -3.070 0.353 -2.608
H -9.165 -0.536 4.039
```

Summary:
Kohn-Sham gap   9.476 eV
Highest occupied orbital energy   -18.49 eV
Net charge   +5
Energy relative to the best compared isomer or geometry (same formula, charge and spin)   66.3 kcal per mole

Atomic partial charges in e from the Löwdin method, atoms 1 to 2: 0.1236 0.2036

---

Formula: C36H96F6N17O20S2
Source: OMol25
Level of theory: ωB97M-V/def2-TZVPD

Structure (XYZ):
```
177
Properties=species:S:1:pos:R:3
S -0.880 -0.444 -0.628
S 1.500 0.162 -1.127
F -1.716 2.015 -0.157
F 3.251 1.026 0.644
F 3.387 -1.098 0.257
F -1.876 0.710 1.594
F 4.031 0.231 -1.304
F -3.228 0.430 -0.030
O 5.826 -6.449 -0.554
O 0.487 -1.845 -5.372
O 5.557 6.492 6.337
O -1.084 6.029 -1.971
O -1.506 -1.690 -0.240
O -10.307 -2.270 2.123
O 2.494 3.698 -4.878
O -5.365 -2.385 2.962
O -2.475 0.099 5.811
O 0.335 3.811 3.032
O 2.692 0.522 5.251
O 1.405 -1.003 -1.990
O 0.183 -5.832 -2.143
O 1.002 -2.255 1.700
O -3.299 2.833 -3.583
O 4.437 -3.817 -4.851
O 1.336 1.477 -1.717
O -4.190 -2.963 -2.706
O 4.598 4.251 0.732
O -1.062 -0.140 -2.035
N 1.045 1.956 -4.831
N 0.709 3.235 0.800
N 0.874 5.710 -3.060
N -4.831 3.092 -1.907
N -3.730 4.910 -2.712
N -7.804 -1.900 4.015
N 1.263 0.656 3.544
N -2.284 -1.112 -4.909
N 0.651 -3.825 -1.099
N 5.088 -3.883 -1.699
N -0.836 -5.297 -0.204
N 1.189 2.248 5.186
N 0.593 0.005 0.127
N 5.352 4.904 3.601
N 1.095 3.336 -6.641
N -0.163 3.943 -1.959
N -0.196 5.198 1.293
C 3.194 0.094 -0.271
C 4.316 -3.340 -6.181
C 6.505 5.762 5.623
C -9.885 -1.207 2.959
C -0.462 -1.798 -6.441
C -0.175 5.273 -2.315
C -2.164 0.524 4.491
C -8.387 -0.947 3.080
C -4.178 -2.638 -4.095
C 5.968 -4.877 -2.356
C 6.749 -5.716 -1.356
C -4.174 -2.538 2.173
C -6.573 -1.441 4.688
C 6.412 -7.289 0.399
C -2.923 1.827 4.190
C -9.761 -2.305 0.835
C 4.299 -2.775 -3.880
C -1.912 -2.060 -5.929
C 4.008 -3.480 -2.553
C 6.020 4.533 4.840
C 4.597 3.789 3.078
C 3.831 4.516 -0.454
C 3.766 4.080 1.873
C 0.048 -5.017 -1.222
C -3.880 3.545 -2.759
C -3.631 -1.193 -4.290
C -1.988 0.797 0.269
C 0.479 -3.071 -4.681
C 0.325 4.031 1.815
C 1.742 1.103 4.722
C 1.566 3.052 -5.396
C -2.926 -3.359 -2.241
C -0.143 -2.616 2.470
C -5.349 -1.232 3.785
C 6.024 7.550 7.140
C 0.171 -3.257 3.833
H 4.815 5.755 3.692
H 5.217 7.709 7.852
H 0.470 3.225 -2.284
H -9.986 -1.441 0.196
H 7.454 -5.087 -0.802
H -1.880 0.510 6.439
H 5.373 3.915 5.477
H 7.125 6.347 4.931
H -7.386 -2.656 3.478
H 0.686 2.929 4.619
H -7.970 -0.914 2.070
H -0.449 -0.773 -6.819
H -0.223 -2.416 -7.310
H -10.241 -3.159 0.359
H -0.895 -3.210 1.950
H -2.833 2.581 4.978
H 1.101 -3.366 -1.869
H 7.256 5.357 6.318
H 6.697 -4.334 -2.966
H -1.093 0.742 4.511
H 1.383 1.678 -3.925
H 1.135 -3.781 3.812
H -3.093 -3.623 -1.196
H -0.078 -2.865 -3.754
H -4.428 -0.718 -4.870
H 3.364 -2.866 -1.915
H 6.364 8.380 6.517
H -0.145 5.472 0.332
H 3.138 3.229 1.595
H 0.582 1.165 3.006
H -2.104 -2.663 -2.400
H 4.271 -4.283 -6.726
H -5.446 3.777 -1.517
H -4.155 5.383 -1.937
H -3.595 -0.641 -3.354
H -4.471 -1.202 4.437
H -2.668 -4.314 -2.725
H 3.329 -2.880 -6.325
H 0.795 2.248 0.989
H -8.675 -2.408 0.772
H -2.610 2.450 3.350
H -1.954 -3.103 -5.610
H 6.722 -8.233 -0.074
H 0.319 3.443 -0.117
H -5.401 -0.315 3.189
H 0.392 2.747 -7.046
H 4.574 4.624 -1.244
H -6.306 -2.264 5.358
H 6.884 3.907 4.605
H -0.099 -3.882 -5.127
H 1.504 4.066 -7.190
H 7.367 -6.459 -1.871
H 1.395 -3.506 -4.275
H 0.505 -3.406 -0.196
H 0.819 -1.356 1.374
H 5.052 -2.604 -6.509
H -10.283 -0.312 2.450
H -3.975 1.534 4.152
H 0.380 -2.580 4.660
H -0.577 5.744 2.049
H -0.605 -1.643 2.673
H -2.413 -0.276 3.799
H 0.652 6.661 -3.312
H -4.903 2.113 -1.698
H -1.093 3.616 -1.744
H 3.057 4.904 2.033
H -2.456 -1.913 -6.870
H 4.809 -4.549 -0.979
H -1.481 -0.785 -4.397
H 5.470 -5.599 -3.014
H 3.318 -4.280 -2.862
H 3.368 -2.241 -4.103
H -0.510 -4.083 4.036
H 1.408 5.038 -3.596
H -1.254 -4.601 0.379
H 0.502 1.427 -5.488
H -8.417 0.068 3.487
H -5.220 -2.667 -4.420
H -4.197 -1.881 1.299
H -1.155 -6.233 -0.409
H -6.762 -0.663 5.432
H 6.882 7.315 7.784
H 5.223 2.901 2.948
H 1.678 -0.125 3.074
H 3.863 3.321 3.760
H -10.345 -1.171 3.945
H -4.207 -3.522 1.706
H 3.318 5.478 -0.404
H 7.313 -6.943 0.911
H 5.691 -7.652 1.132
H -2.753 5.123 -2.881
H 5.054 -1.987 -3.811
H 1.513 2.520 6.097
H -3.687 -3.407 -4.695
H -3.336 -2.360 2.845
H 3.173 3.702 -0.765
```

Summary:
Kohn-Sham gap   8.079 eV
Highest occupied orbital energy   -6.18 eV
Net charge   -1

Atomic partial charges in e from the Löwdin method, atoms 1 to 2: 0.6825 0.5773

---

Formula: C36H96O12
Source: OMol25
Level of theory: ωB97M-V/def2-TZVPD

Structure (XYZ):
```
144
Properties=species:S:1:pos:R:3
O -3.488 -2.271 0.912
O 3.509 -0.774 -4.764
O 1.122 -1.979 -5.590
O -3.349 -5.260 0.339
O -4.537 2.255 2.815
O 4.743 -1.376 -2.351
O -1.338 -0.363 1.030
O 3.117 1.510 5.456
O 5.349 1.017 -1.009
O -1.322 -0.296 6.299
O -5.310 1.179 -4.417
O -0.194 6.537 1.997
C 2.688 2.628 4.729
C -0.836 -1.133 -1.239
C -4.593 -2.253 1.816
C -4.439 0.295 -3.842
C 1.857 -3.812 -4.307
C 2.135 0.741 -3.441
C -1.267 -5.068 -0.909
C -5.888 -2.583 0.956
C -1.082 0.102 -0.348
C 0.233 0.958 -0.220
C -3.650 3.586 0.909
C 4.851 1.546 0.159
C 0.555 6.300 0.838
C -3.593 3.218 2.436
C 2.986 1.226 -5.818
C -0.642 -3.093 -4.317
C -0.192 -1.198 4.467
C 3.579 2.378 -0.162
C 3.255 0.570 -4.467
C -0.346 6.371 -0.377
C 3.497 -2.113 -0.465
C 3.804 2.929 3.690
C -1.969 -5.725 0.249
C 1.329 5.028 0.997
C 5.927 2.402 0.836
C -4.961 -0.323 -2.514
C 4.634 -2.461 -1.448
C 1.321 2.316 4.055
C 0.846 -2.633 -4.371
C -4.778 -0.880 2.537
C -4.145 -0.754 -4.915
C -1.027 -1.470 5.692
C 5.956 -2.630 -0.775
C -1.275 -5.361 1.579
C -2.300 -2.227 5.374
C -2.178 2.707 2.818
H -2.041 0.138 5.833
H -3.575 0.833 -3.452
H -2.893 -2.385 6.275
H -5.175 -1.062 3.536
H 1.358 1.443 3.403
H -3.295 -3.166 0.625
H 1.673 -4.360 -3.383
H 4.487 -3.316 -2.107
H 6.040 -1.868 0.000
H -1.284 -3.981 -0.822
H 4.653 3.314 4.255
H -6.016 -1.884 0.130
H -0.199 -5.535 1.609
H -2.048 2.528 3.885
H -0.140 -1.786 -0.712
H -1.193 -2.182 -4.084
H 0.745 -0.706 4.728
H 5.976 -3.587 -0.253
H 1.879 4.694 0.118
H 3.913 3.177 -0.823
H -5.737 -3.581 0.545
H -1.831 -5.311 -1.809
H -1.730 -1.691 -1.517
H 1.244 7.128 0.673
H -1.653 -5.932 2.428
H 1.955 -1.517 -5.472
H -4.446 -3.072 2.520
H -0.406 -0.870 -2.206
H -2.948 -1.603 4.759
H -2.035 -6.813 0.235
H -6.772 -2.558 1.592
H -3.231 2.789 0.295
H -0.920 -3.543 -5.270
H -1.992 -1.064 0.981
H -5.320 2.588 2.370
H 3.838 1.238 -6.499
H 3.508 3.659 2.937
H 5.546 3.020 1.649
H -0.821 7.350 -0.426
H 2.454 0.343 -2.478
H -3.797 4.111 3.027
H 3.122 2.675 0.782
H -5.319 0.441 -1.825
H 2.519 1.331 6.186
H -3.100 4.472 0.594
H 0.465 1.541 -1.111
H -1.354 -4.293 1.778
H -3.798 -0.422 2.668
H 0.324 6.349 2.783
H -5.053 -1.215 -5.301
H 1.133 0.360 -0.075
H 2.185 0.751 -6.384
H 2.018 5.193 1.826
H -4.621 3.750 0.443
H -4.838 1.984 -4.643
H 2.884 -3.455 -4.226
H 5.773 1.772 -1.423
H -3.647 -0.304 -5.775
H -0.436 -2.102 6.356
H -3.495 -1.576 -4.616
H -3.688 -5.229 -0.558
H -0.708 -0.494 3.814
H -0.235 -5.350 -1.118
H -0.775 -3.739 -3.450
H 0.707 4.187 1.303
H -5.372 -0.179 1.951
H 6.815 -2.642 -1.445
H 0.540 2.104 4.785
H -5.812 -0.968 -2.735
H 2.773 2.272 -5.594
H 1.074 -1.975 -3.532
H 1.259 0.193 -3.788
H -1.874 0.805 -0.604
H 0.949 3.177 3.500
H 1.837 1.751 -3.161
H 2.846 1.787 -0.711
H 4.193 0.957 -4.070
H 4.535 0.727 0.805
H 3.802 -1.137 -0.087
H -1.143 5.634 -0.273
H 2.582 3.445 5.443
H -1.441 3.479 2.595
H 0.307 1.563 0.684
H 0.001 -2.135 3.945
H 4.113 -1.115 -4.100
H -4.152 -0.911 -2.079
H -2.118 -3.143 4.812
H 3.311 -2.897 0.269
H 1.677 -4.478 -5.151
H 4.827 -0.584 -1.815
H 6.453 2.993 0.086
H 0.152 6.378 -1.347
H 6.720 1.749 1.201
H -1.889 1.863 2.192
H 2.549 -2.078 -1.001
H 4.057 1.997 3.185
```

Summary:
SMILES   CC(C)O.CC(C)O.CC(C)O.CC(C)O.CC(C)O.CC(C)O.CC(C)O.CC(C)O.CC(C)O.CC(C)O.CC(C)O.CC(C)O
Kohn-Sham gap   9.816 eV
Highest occupied orbital energy   -9.39 eV
Energy relative to the best compared isomer or geometry (same formula, charge and spin)   57.6 kcal per mole

Atomic partial charges in e from the Löwdin method, atoms 1 to 2: -0.0875 -0.0657